# 1
The following is a quantum chemistry calculation of an isolated molecule of C3H6O2, from the Open Molecules 2025 dataset.

Properties
* energy above the lowest of the compared OMol25 structures with the same formula, charge and spin: 4.323 eV
* E_tot: -7299.3548 eV
* frontier orbital gap: 9.475 eV

Atoms and positions in Å:
C1 1.35473 -0.94626 -0.69284
C2 -0.42047 0.20523 -0.59205
O1 0.79291 0.22164 -0.05600
C3 -1.36403 0.70700 0.39934
O2 -0.84792 1.07263 1.63856
H1 1.94714 -0.59402 -1.52060
H2 0.56055 -1.61113 -1.05821
H3 1.93378 -1.45143 0.06410
H4 -2.12291 -0.08772 0.49731
H5 -1.87905 1.51832 -0.13029
H6 0.11572 0.98259 1.56541

# 2
The following is a quantum chemistry calculation of a 2-piece molecular cluster, C3H6O2 overall, from the Open Molecules 2025 dataset.

Properties
* energy above the lowest of the compared OMol25 structures with the same formula, charge and spin: 2.893 eV
* E_tot: -7300.7853 eV
* frontier orbital gap: 9.343 eV

Atoms and positions in Å:
O1 1.97567 0.12197 -0.82583
C1 1.68931 0.70626 0.17954
H1 1.32204 1.76186 0.25570
H2 1.90292 0.33543 1.20884
C2 -1.06729 -0.65367 0.74440
C3 -1.28134 -0.55563 -0.56847
O2 -0.60498 0.25796 -1.39407
H3 -1.59463 -1.41869 1.30115
H4 -0.74822 0.13708 1.41538
H5 -1.88998 -1.25021 -1.14169
H6 0.29648 0.55766 -1.17495

# 3
The following is a quantum chemistry calculation of C3H6O2 as an isolated structure, from the Open Molecules 2025 dataset.

Properties
* energy above the lowest of the compared OMol25 structures with the same formula, charge and spin: 3.107 eV
* E_tot: -7300.5708 eV
* frontier orbital gap: 9.405 eV

Atoms and positions in Å:
C1 1.45302 -0.48982 -0.04738
C2 0.11193 0.11846 -0.21518
O1 -0.01245 1.14246 -1.06658
C3 -1.02744 -0.27106 0.38755
O2 -2.14271 0.56683 0.08730
H1 2.20863 0.27136 0.17317
H2 1.43335 -1.22506 0.76137
H3 1.74092 -0.98699 -0.97737
H4 -1.55333 0.77801 1.01757
H5 -0.99820 1.28348 -1.03771
H6 -1.21371 -1.18767 0.91726

# 4
The following is a quantum chemistry calculation of a 2-piece molecular cluster, C3H6O2 overall, from the Open Molecules 2025 dataset.

Properties
* energy above the lowest of the compared OMol25 structures with the same formula, charge and spin: 3.784 eV
* E_tot: -7299.8944 eV
* frontier orbital gap: 7.735 eV

Atoms and positions in Å:
C1 -1.26058 -0.11352 -1.07880
C2 1.25472 0.28339 0.95825
C3 -1.12892 -0.54865 0.18857
O1 -0.27272 0.12965 -1.98962
O2 -1.72340 -0.70516 1.21637
H1 0.59024 0.11236 -1.55745
H2 0.51639 -0.67785 0.49793
H3 -2.24492 -0.07126 -1.52490
H4 1.13412 1.16802 0.34301
H5 2.29625 -0.01089 1.00069
H6 0.83883 0.43392 1.94595

# 5
The following is a quantum chemistry calculation of an isolated molecule of C3H6O2, from the Open Molecules 2025 dataset.

Properties
* energy above the lowest of the compared OMol25 structures with the same formula, charge and spin: 2.999 eV
* E_tot: -7300.6789 eV
* frontier orbital gap: 11.080 eV

Atoms and positions in Å:
O1 0.92100 1.59779 -0.49480
C1 1.11890 0.21818 -0.33310
C2 0.10290 -0.62761 0.37185
C3 -1.26533 -0.23635 0.54723
O2 -1.06152 -0.84460 -0.68267
H1 -0.02284 1.74548 -0.61374
H2 0.88091 -0.35792 -1.22198
H3 2.15738 0.07041 -0.03619
H4 0.47079 -1.60250 0.68103
H5 -1.44525 0.83268 0.53040
H6 -1.85694 -0.79556 1.25197

# 6
The following is a quantum chemistry calculation of an isolated molecule of C3H6O2, from the Open Molecules 2025 dataset.

Properties
* energy above the lowest of the compared OMol25 structures with the same formula, charge and spin: 2.545 eV
* E_tot: -7301.1333 eV
* frontier orbital gap: 10.650 eV

Atoms and positions in Å:
C1 0.44639 -0.10934 0.37836
C2 -0.44503 0.99467 -0.11492
C3 -0.67360 -1.09837 -0.08870
H1 2.15268 0.67219 -0.27048
H2 0.64640 -0.10783 1.43221
H3 -0.69583 1.78557 0.64386
H4 -0.06481 1.55974 -0.93605
H5 -1.01280 -1.77150 0.69897
H6 -0.47991 -1.67406 -1.03614
O1 1.64919 -0.27607 -0.38564
O2 -1.52268 0.02501 -0.32147

# 7
The following is a quantum chemistry calculation of C3H6O2 as an isolated structure, from the Open Molecules 2025 dataset.

Properties
* energy above the lowest of the compared OMol25 structures with the same formula, charge and spin: 2.154 eV
* E_tot: -7301.5240 eV
* frontier orbital gap: 10.805 eV

Atoms and positions in Å:
O1 1.58988 -0.72309 0.48580
C1 0.28883 -0.21128 0.56590
C2 -0.09435 1.21935 0.12694
O2 -1.28195 0.67655 -0.48773
C3 -0.66682 -0.60934 -0.53901
H1 1.54928 -1.43946 -0.16745
H2 -0.17184 -0.37963 1.54645
H3 -0.34263 1.96652 0.88818
H4 0.59403 1.65933 -0.60858
H5 -1.35390 -1.44437 -0.35525
H6 -0.10195 -0.74006 -1.48413

# 8
The following is a quantum chemistry calculation of an isolated ion of composition C3H6O2P and charge -1, from the Open Molecules 2025 dataset.

Properties
* energy above the lowest of the compared OMol25 structures with the same formula, charge and spin: 3.681 eV
* E_tot: -16590.5897 eV
* total charge: -1
* frontier orbital gap (alpha / beta): 6.995 / 6.994 eV

Atoms and positions in Å:
C1 -0.72829 -0.35030 0.02673
C2 -2.19000 0.56675 0.03537
C3 1.03987 0.00938 0.25934
O1 -4.43259 -1.35358 0.18298
O2 -4.97863 1.07142 0.15078
P1 -3.98136 0.03659 -0.16008
H1 -0.96355 -1.05074 0.94479
H2 -0.76706 -1.15984 -0.74695
H3 -1.83953 1.43528 -0.65870
H4 1.20226 -1.00126 0.56499
H5 1.20679 0.78704 0.87641
H6 1.34824 0.19433 -0.83609

# 9
The following is a quantum chemistry calculation of a 2-piece molecular cluster, C3H6O2S overall, from the Open Molecules 2025 dataset.

Properties
* energy above the lowest of the compared OMol25 structures with the same formula, charge and spin: 4.578 eV
* E_tot: -18134.3694 eV
* frontier orbital gap: 8.958 eV

Atoms and positions in Å:
C1 -0.68660 0.53863 0.88575
C2 -0.46196 -0.05150 -0.46198
C3 0.79429 -0.82629 -0.55495
H1 -0.54605 2.35423 -0.78222
H2 -1.68552 0.51642 1.30093
H3 0.08604 0.06888 1.59873
H4 1.76690 -0.14116 -0.78180
H5 0.40460 -1.19597 -1.62861
H6 0.26540 -2.02531 0.93533
O1 -1.14057 0.09917 -1.50788
O2 1.41914 -1.72737 0.34705
S1 -0.21568 2.39026 0.64964

# 10
The following is a quantum chemistry calculation of a 2-piece molecular cluster, C3H6O2S overall, from the Open Molecules 2025 dataset.

Properties
* energy above the lowest of the compared OMol25 structures with the same formula, charge and spin: 6.031 eV
* E_tot: -18132.9163 eV
* frontier orbital gap (alpha / beta): 5.197 / 5.200 eV

Atoms and positions in Å:
C1 -1.32500 0.16035 1.13537
C2 -0.84424 0.59859 -0.11237
C3 -0.05811 0.17068 -1.25728
O1 -1.28403 1.57102 0.66873
O2 0.32189 -1.07507 -1.28241
S1 2.13310 -0.64071 1.27797
H1 -2.30192 -0.17968 1.15737
H2 -0.75472 -0.14786 2.08346
H3 0.71838 0.90301 -1.36403
H4 -0.49355 0.31949 -2.28987
H5 0.80776 -1.24990 -0.39443
H6 3.08044 -0.42992 0.37748

# 11
The following is a quantum chemistry calculation of an isolated molecule of C3H6O2S, from the Open Molecules 2025 dataset.

Properties
* energy above the lowest of the compared OMol25 structures with the same formula, charge and spin: 0.076 eV
* E_tot: -18138.8719 eV
* frontier orbital gap: 9.939 eV

Atoms and positions in Å:
O1 -1.42477 1.50069 -0.41035
C1 -1.38580 0.37417 0.00067
O2 -2.47262 -0.26717 0.48459
C2 -0.15211 -0.48374 0.09922
C3 1.07332 0.27108 -0.37974
S1 2.54932 -0.86761 -0.38553
H1 -3.21006 0.35653 0.42983
H2 -0.02380 -0.74966 1.14628
H3 -0.35375 -1.39120 -0.46806
H4 1.27694 1.14356 0.22329
H5 1.00588 0.47785 -1.43592
H6 3.11746 -0.36450 0.69571

# 12
The following is a quantum chemistry calculation of an isolated ion of composition C3H6O2S and charge +1, from the Open Molecules 2025 dataset.

Properties
* energy above the lowest of the compared OMol25 structures with the same formula, charge and spin: 0.399 eV
* E_tot: -18128.9829 eV
* total charge: +1
* spin multiplicity: 2
* frontier orbital gap (alpha / beta): 10.517 / 5.416 eV

Atoms and positions in Å:
O1 1.70881 -0.98000 -0.75724
C1 1.49283 -0.03067 -0.08452
O2 2.45054 0.84623 0.32469
C2 0.09953 0.44756 0.28307
C3 -0.93682 -0.55358 -0.23903
S1 -2.61519 0.02024 0.12625
H1 2.62626 0.74555 1.26837
H2 -0.02700 1.43231 -0.17042
H3 0.04230 0.55095 1.36763
H4 -0.85519 -0.72155 -1.30982
H5 -0.82197 -1.51452 0.27785
H6 -3.16409 -0.24251 -1.08684